Entry 1:
The following is a quantum chemistry calculation of C5H9NO in the gas phase, from the Open Molecules 2025 dataset.

Calculated values
**Highest occupied orbital energy (alpha / beta)**: -6.1 / -6.1 eV
**Strongest force on any atom**: 0.3 eV Å⁻¹
**Charge**: 0
**HOMO-LUMO gap (alpha / beta)**: 7.01 / 7.01 eV
**Calculated total energy**: -8865.67839 eV

Last column: natural (NBO) charge in e.
Atoms and positions in Å:
C (-1.699, 0.164, -0.945)  -0.4034
H (-2.284, 1.080, -1.061)  0.2099
O (0.313, 1.247, 1.798)  -0.4725
H (0.444, -1.458, -1.652)  0.2058
H (-2.336, -0.657, -0.603)  0.2219
C (0.314, -0.605, 0.347)  -0.1801
H (1.406, -0.436, 2.284)  0.1862
H (1.862, -0.481, -1.191)  0.1703
C (1.154, 0.127, 1.377)  -0.0853
H (-1.415, 2.118, 0.991)  0.1947
N (-0.654, 0.365, 0.042)  -0.2813
C (-0.646, 1.368, 0.872)  0.3086
H (1.606, -2.095, -0.505)  0.2197
C (1.086, -1.178, -0.807)  -0.6436
H (2.104, 0.544, 0.963)  0.1324
H (-1.257, -0.103, -1.908)  0.2168

---

Entry 2:
The following is a quantum chemistry calculation of C16H21N3O3 in the gas phase in a non-equilibrium geometry, from the Open Molecules 2025 dataset.

Calculated values
**SMILES string**: COC[C@H]1CCN(Cc2nc(COc3ccccc3)no2)C1
**Highest occupied orbital energy**: -8.6 eV
**Strongest force on any atom**: 1.3 eV Å⁻¹
**Charge**: 0
**HOMO-LUMO gap**: 9.44 eV
**Calculated total energy**: -27543.65127 eV

Last column: natural (NBO) charge in e.
Atoms and positions in Å:
H (-0.004, -3.762, 5.355)  0.2135
H (-0.632, -0.242, 2.319)  0.2066
C (-0.801, 2.730, -3.179)  -0.2273
N (-1.664, 1.363, 0.587)  -0.5027
H (-2.174, 3.814, -0.301)  0.2323
N (-2.101, -0.442, -0.635)  -0.1385
C (-0.189, -2.916, 2.095)  0.2970
H (2.498, -0.400, 0.980)  0.1921
H (1.452, -5.869, 1.942)  0.2152
C (0.131, -3.839, 4.286)  -0.2017
H (2.325, 2.936, -2.022)  0.2192
H (2.827, -0.934, -0.690)  0.1621
H (0.994, 3.705, -3.863)  0.2130
C (-2.110, 3.115, -1.137)  -0.2731
C (1.317, 2.524, -2.088)  -0.2451
C (-0.355, -2.828, 3.471)  -0.2686
C (-1.686, 0.003, 0.517)  0.2898
H (-1.375, 3.287, -3.925)  0.1981
C (0.780, -4.934, 3.748)  -0.2434
H (-1.186, 1.700, -3.155)  0.1794
H (0.585, -4.070, 0.481)  0.2257
C (0.354, 3.287, -1.168)  -0.2361
H (-0.855, -1.985, 3.922)  0.2113
O (-2.365, 0.676, -1.368)  -0.2802
O (-0.621, -1.988, 1.191)  -0.4850
C (0.946, -5.019, 2.374)  -0.1870
H (0.726, 4.299, -0.976)  0.1934
H (1.163, -0.973, -0.056)  0.1807
C (2.110, -0.421, -0.036)  -0.2534
C (1.405, 1.041, -1.726)  -0.0559
C (0.468, -4.021, 1.552)  -0.2584
H (1.154, -5.715, 4.391)  0.2142
C (-2.089, 1.729, -0.588)  0.5141
H (0.980, 1.961, -4.183)  0.2150
H (0.245, 2.776, -0.209)  0.2182
C (0.696, 2.733, -3.471)  -0.4068
C (-1.282, -0.844, 1.670)  -0.1062
H (-2.973, 3.243, -1.794)  0.2238
H (2.055, 0.523, -2.450)  0.1669
H (0.415, 0.561, -1.773)  0.1604
N (-0.913, 3.401, -1.893)  -0.4280
O (1.936, 0.917, -0.428)  -0.5467
H (-2.188, -1.121, 2.233)  0.2018

---

Entry 3:
The following is a quantum chemistry calculation of C7H10 in the gas phase in a non-equilibrium geometry, from the Open Molecules 2025 dataset.

Calculated values
**SMILES string**: CCC1C=CC=C1
**Highest occupied orbital energy**: -8.3 eV
**Strongest force on any atom**: 2.2 eV Å⁻¹
**Charge**: 0
**HOMO-LUMO gap**: 9.39 eV
**Calculated total energy**: -7418.69454 eV

Last column: natural (NBO) charge in e.
Atoms and positions in Å:
H (0.582, 0.439, -1.293)  0.2211
H (-1.372, -0.229, 1.878)  0.2333
H (-2.278, -0.046, -0.654)  0.2165
H (-1.164, 1.852, 0.387)  0.2069
H (1.020, -1.430, 1.895)  0.2161
C (-0.724, -0.220, 0.989)  -0.3066
C (-0.403, -1.090, -1.118)  -0.2939
H (-0.477, -1.297, -2.176)  0.2274
C (0.661, -1.608, -0.237)  -0.2241
H (1.490, -2.229, -0.561)  0.2181
C (0.441, -1.173, 1.014)  -0.1902
H (0.869, 2.257, -0.952)  0.2155
C (0.805, 1.253, -0.523)  -0.6117
C (-0.270, 1.232, 0.552)  -0.3959
C (-1.336, -0.487, -0.352)  -0.1625
H (1.756, 0.977, -0.047)  0.2028
H (0.401, 1.798, 1.199)  0.2272

---

Entry 4:
The following is a quantum chemistry calculation of a molecular structure, C2HO3Sm in a non-equilibrium geometry, from the Open Molecules 2025 dataset.

Calculated values
**Multiplicity**: 7
**Highest occupied orbital energy (alpha / beta)**: -12.3 / -12.3 eV
**Strongest force on any atom**: 2.4 eV Å⁻¹
**Charge**: +1
**⟨S²⟩**: 12.010
**HOMO-LUMO gap (alpha / beta)**: 6.49 / 6.66 eV
**Calculated total energy**: -26127.66045 eV

Last column: Löwdin charge in e.
Atoms and positions in Å:
C (0.978, -0.250, -0.051)  -0.4900
Sm (3.505, 0.203, 0.431)  1.6716
O (-0.258, -0.818, 0.060)  -0.0178
O (1.099, 0.916, -0.450)  -0.1531
C (-1.453, -0.158, 0.004)  -0.2939
O (-1.645, 0.959, 0.375)  0.1270
H (-2.225, -0.852, -0.369)  0.1562

---

Entry 5:
The following is a quantum chemistry calculation of 2 unconnected molecules or ions with the total composition C2H11NSi3 in a non-equilibrium geometry, from the Open Molecules 2025 dataset.

Calculated values
**Highest occupied orbital energy**: -8.2 eV
**Strongest force on any atom**: 5.0 eV Å⁻¹
**Charge**: 0
**HOMO-LUMO gap**: 6.98 eV
**Calculated total energy**: -27369.76602 eV

Last column: natural (NBO) charge in e.
Atoms and positions in Å:
Si (-1.432, 1.598, -0.653)  1.0935
H (-0.854, -1.511, 1.143)  0.1947
H (-3.460, -0.666, 0.071)  0.1736
N (-1.369, -0.080, -0.237)  -0.8354
H (3.048, 2.561, -0.272)  -0.2489
H (-2.263, -1.882, -0.628)  0.1924
H (-1.966, -0.260, 1.880)  0.1907
Si (2.522, -0.310, -0.962)  0.1499
H (3.474, -0.332, -2.125)  -0.1345
C (-2.401, -1.041, -0.100)  -0.2193
H (2.642, -1.796, -0.792)  -0.1257
Si (2.742, 1.402, 0.620)  0.4348
C (-1.581, -0.820, 1.017)  -0.2258
H (-0.761, 1.426, -1.997)  -0.1621
H (0.938, -0.257, -1.196)  -0.0865
H (-2.670, 2.287, -0.512)  -0.1921
H (-0.397, 2.346, 0.222)  -0.1991

---

Entry 6:
The following is a quantum chemistry calculation of a molecular structure, C39H40CrN6O4Sb2 in a non-equilibrium geometry, from the Open Molecules 2025 dataset.

Calculated values
**Multiplicity**: 5
**Highest occupied orbital energy (alpha / beta)**: -6.1 / -8.1 eV
**Strongest force on any atom**: 3.5 eV Å⁻¹
**Charge**: 0
**⟨S²⟩**: 6.132
**HOMO-LUMO gap (alpha / beta)**: 5.81 / 7.23 eV
**Calculated total energy**: -99714.85684 eV

Last column: Löwdin charge in e.
Atoms and positions in Å:
C (-1.325, -1.127, 0.717)  -0.1517
H (0.729, -3.673, 0.703)  0.0771
H (-3.968, -5.639, -2.225)  0.1039
N (-2.537, -1.628, 0.862)  0.1429
C (2.527, 0.749, 3.270)  -0.1181
O (0.398, 0.872, 2.077)  -0.0643
C (4.125, -1.011, -3.845)  -0.0382
H (-3.025, -1.390, 1.702)  0.1544
H (-3.260, 2.528, 2.167)  0.0238
C (3.892, 0.838, 3.114)  0.0232
C (4.022, 1.499, 5.446)  -0.1349
H (0.828, 0.952, 4.479)  0.1199
C (-3.778, 2.563, -1.818)  -0.2962
N (1.008, -1.870, -2.209)  -0.1586
C (2.515, -2.565, 0.325)  -0.1478
H (4.068, -1.596, -4.739)  0.1105
N (-0.075, -2.691, -2.146)  0.1028
H (4.359, 0.639, 2.193)  0.0922
H (0.511, 2.758, -4.296)  0.0179
H (-3.575, 4.679, 0.830)  0.0573
O (2.249, 0.058, 1.037)  -0.1391
H (-1.608, 1.902, 2.813)  -0.0230
C (-3.060, 4.204, -0.006)  -0.3629
H (-4.594, 1.045, -3.243)  0.1000
H (-5.201, 3.185, 1.075)  0.0743
H (1.859, -2.565, -4.063)  0.1193
H (-5.481, -4.966, -0.438)  0.1066
C (-2.073, -0.226, -3.679)  -0.3540
C (-3.963, 3.154, -0.622)  -0.3067
H (-6.493, 0.481, -1.897)  0.0885
Sb (-1.198, 3.364, 0.657)  1.3115
C (3.757, -4.569, 1.867)  -0.0809
C (-4.695, 1.620, -2.322)  -0.0369
H (4.507, -1.744, 0.119)  0.0835
C (-2.540, 2.745, -2.668)  -0.3487
H (-2.099, 3.755, -2.611)  0.0620
C (5.222, 0.563, -2.407)  -0.0671
C (-5.852, 1.269, -1.567)  -0.0761
C (1.615, 0.616, 2.002)  -0.5052
H (-0.976, 2.073, -5.136)  0.0081
C (1.924, -1.941, -3.181)  -0.0525
C (4.472, -3.509, 1.350)  -0.1056
H (5.758, 1.415, 4.190)  0.1128
C (2.654, 1.304, 5.585)  0.0066
Cr (1.537, -0.876, -0.568)  0.7486
H (-6.772, 1.645, 0.407)  0.0978
C (4.162, 0.454, -1.549)  -0.1000
H (0.438, 1.077, -4.811)  -0.0205
H (1.755, -5.280, 2.053)  0.0681
H (5.560, -3.386, 1.472)  0.1038
H (-2.474, 0.287, -4.544)  -0.0093
C (4.704, 1.166, 4.268)  0.0442
C (2.360, -4.579, 1.621)  -0.0879
C (5.199, -0.214, -3.620)  -0.0538
C (3.071, -1.078, -2.931)  -0.2865
C (-3.651, -4.829, -1.579)  -0.0750
C (1.773, -3.571, 0.914)  -0.1279
H (-2.913, 2.618, -3.664)  0.0376
Sb (-0.963, 1.238, -2.588)  1.2862
H (6.039, -0.124, -4.293)  0.1045
C (-6.008, 1.860, -0.329)  -0.0871
H (-2.892, 5.057, -0.665)  0.0591
H (-2.888, -0.723, -3.139)  -0.0001
H (-0.735, 5.815, 1.576)  -0.0296
H (-1.880, 5.172, 2.780)  0.0002
C (-0.841, -2.483, -1.124)  -0.3061
C (-2.242, 2.094, 1.986)  -0.3430
H (4.205, -5.361, 2.467)  0.0988
C (-0.968, 4.978, 2.212)  -0.3046
C (-4.232, -3.266, 0.167)  -0.0191
H (-1.094, -0.371, 1.504)  0.1184
C (-4.569, -4.402, -0.613)  -0.0475
C (1.911, 0.983, 4.465)  -0.0178
N (4.830, 2.122, 6.540)  -0.3759
C (-5.056, 2.767, 0.152)  -0.0588
N (3.072, -0.397, -1.778)  -0.0184
H (-2.433, 1.126, 1.483)  -0.0200
H (-0.169, 4.785, 2.926)  -0.0091
C (3.888, -2.521, 0.545)  -0.1098
C (-0.155, 1.881, -4.447)  -0.3424
H (-1.419, -0.992, -4.186)  0.0242
H (-1.630, -4.644, -2.425)  0.1350
H (4.178, 1.001, -0.565)  0.1265
C (-2.070, -3.212, -0.928)  -0.1075
H (2.178, 1.544, 6.531)  0.1201
N (-0.444, -1.486, -0.173)  0.0435
H (-4.886, -3.060, 0.961)  0.0981
C (-2.997, -2.717, 0.046)  -0.1397
H (6.096, 1.158, -2.095)  0.1091
O (4.224, 2.502, 7.491)  0.0901
O (5.988, 2.369, 6.324)  0.0764
C (-2.409, -4.248, -1.738)  -0.0239